# C3H9NO

A cluster of 2 separate species, C3H9NO in total (the ωB97M-V functional and the def2-TZVPD basis, the OMol25 dataset).

- Orbital gap: 10.7 eV
- Energy above the lowest of the compared OMol25 structures with the same formula, charge and spin: 2.042 eV
- Energy: -249.63865 hartree
- Maximum force: 0.0225 hartree/bohr
- Total charge: 0
- Structure (SMILES): C=C.NCO

The geometry in XYZ format:
```
14
Properties=species:S:1:pos:R:3:forces:R:3:lowdin_charge:R:1
C 0.295 -3.067 0.257 0.2 -0.1 0.1 -0.07
C 0.695 -1.847 0.553 0.3 0.8 0.8 -0.10
H 0.952 -3.778 -0.228 0.0 -0.1 0.3 0.05
H -0.686 -3.395 0.572 -0.2 0.0 -0.5 0.05
H 1.711 -1.465 0.595 0.1 -0.4 -0.9 0.05
H 0.030 -1.096 0.954 -0.4 -0.3 0.4 0.03
N -0.613 1.027 -0.783 0.3 -0.2 -0.9 0.02
C -0.279 2.087 0.135 0.2 -0.4 1.0 -0.39
O -0.338 3.314 -0.537 0.1 0.1 -0.3 -0.06
H -0.810 0.097 -0.440 -0.3 0.4 0.6 0.04
H 0.189 0.875 -1.389 -0.1 0.2 -0.1 0.08
H -0.928 2.103 1.015 -0.5 -0.2 -0.2 0.11
H 0.721 1.974 0.578 0.2 0.3 -0.3 0.11
H -0.941 3.171 -1.279 0.0 0.1 0.1 0.08
```
Positions in Å, forces in eV/Å.